(1)
Molecular formula: C5H10NOS
Method: DFT, ωB97M-V/def2-TZVPD

Summary:
LUMO energy in eV: -4.207

Structure (ORCA input):
```
! RIJCOSX wB97M-V def2-TZVPD def2/J DEFGRID3
* xyz 1 1
S 1.4043 -0.9032 1.5639
O -0.6292 -2.4813 0.7462
N 0.9498 1.0435 -0.2940
C -1.6259 -2.9301 -0.0965
C 0.2686 0.1084 -1.1654
C 0.1001 -1.4302 0.5111
C 2.0494 0.3190 0.3779
C 0.1007 1.8794 0.7118
H -0.0315 1.3632 1.7643
H 2.3480 -0.3993 -0.3751
H -0.9540 1.9877 0.3445
H -2.6549 -3.1343 0.1592
H -1.2123 -3.8955 -0.4198
H 2.8732 0.9844 0.6284
H 0.5999 2.9322 0.7950
H -1.6649 -2.4370 -1.0685
H -0.8042 0.3248 -1.1535
H 1.4166 1.7634 -0.8786
*
```



(2)
Molecular formula: C5H10NOS
Method: DFT, ωB97M-V/def2-TZVPD

Summary:
LUMO energy in eV: -4.747

Structure (ORCA input):
```
! RIJCOSX wB97M-V def2-TZVPD def2/J DEFGRID3
* xyz 1 1
S -0.2947 1.6137 -1.3846
O -0.9154 -0.4489 -3.0360
N -1.3708 -0.8479 -0.8540
C 0.4283 -1.2701 1.4833
C 0.4890 0.9460 0.0322
C 1.4805 1.9048 0.6508
C -1.3851 0.1369 -1.8942
C 0.2318 -0.2129 0.5476
H 1.7869 1.5923 1.6453
H 0.6203 -2.2249 0.9953
H 1.0132 2.8832 0.7084
H 1.3435 -1.0115 2.0286
H -2.3724 0.6021 -2.0186
H -1.0206 0.1120 -3.8164
H -0.3988 -1.3586 2.1889
H 2.3585 1.9773 0.0115
H -2.2144 -0.9160 -0.3001
H -1.0551 -1.7435 -1.2153
*
```



(3)
Molecular formula: C5H10NOS
Method: DFT, ωB97M-V/def2-TZVPD

Summary:
LUMO energy in eV: -5.305

Structure (ORCA input):
```
! RIJCOSX wB97M-V def2-TZVPD def2/J DEFGRID3
* xyz 1 1
S 2.1114 -0.2717 -0.6634
O -0.0364 2.2451 -0.3918
N 0.3435 1.1535 -0.2755
C -0.3095 0.1330 0.4265
C -1.3340 -0.4621 -0.6548
C -2.7055 0.0434 -0.2760
C 0.8969 -0.8109 0.6835
C 3.5353 0.0008 0.1012
H 0.7360 -1.9147 0.3833
H -1.0737 0.1481 -1.4810
H -3.2762 -0.2814 0.6091
H 4.3841 0.2344 -0.5967
H -2.6603 1.1715 -0.2755
H -3.4857 -0.0799 -0.9747
H -0.9561 0.6342 1.1979
H -1.0373 -1.5334 -0.7621
H 3.5574 0.2027 1.1874
H 1.3101 -0.6124 1.7625
*
```



(4)
Molecular formula: C5H10NOS
Method: DFT, ωB97M-V/def2-TZVPD

Summary:
LUMO energy in eV: -4.214

Structure (ORCA input):
```
! RIJCOSX wB97M-V def2-TZVPD def2/J DEFGRID3
* xyz 1 1
S -0.8801 0.8208 0.1436
O -3.6955 -0.2749 -0.5517
N 1.5679 -0.2051 0.1775
C -2.7882 -0.5189 0.4128
C 0.5779 1.9654 0.4176
C 0.2447 -0.5303 0.1852
C 1.9241 1.1694 0.3693
C -0.0784 -1.9883 0.3154
H 2.4785 1.1610 1.2842
H 0.2313 2.3882 1.3725
H 2.4267 -0.7839 0.1754
H -0.8191 -2.1468 1.0766
H 0.4913 2.7201 -0.4230
H -0.6655 -2.2296 -0.6203
H 2.4284 1.6169 -0.4674
H -3.0835 -0.1215 1.4293
H -3.3369 -0.3942 -1.4118
H 0.7701 -2.5234 0.2939
*
```



The energy of each structure relative to the most stable one, in kJ/mol, is as follows: (1) 461.0; (2) 0.0; (3) 337.0; (4) 173.6.